# 1
One molecule with the formula C5H5NO, computed with the ωB97M-V functional and the def2-TZVPD basis.

Output
**LUMO energy**: 0.67 eV
**SMILES string**: C#C[C@@H](O)CC#N

Cartesian coordinates (Å):
C 2.1965 -0.1857 0.7825
C 1.1920 0.1785 0.2284
C -0.0515 0.6442 -0.4034
O 0.0629 0.8022 -1.8051
C -1.2022 -0.3583 -0.2029
C -1.3471 -0.8076 1.1826
N -1.4474 -1.1802 2.2725
H 3.0766 -0.5160 1.2906
H -0.3284 1.6015 0.0625
H 0.9911 0.9423 -2.0244
H -2.1351 0.1034 -0.5408
H -1.0075 -1.2242 -0.8427

=====

# 2
One molecule with the formula C6H10N2, computed with the ωB97M-V functional and the def2-TZVPD basis.

Output
**LUMO energy**: 0.73 eV
**SMILES string**: CC1=C2CN(N)C[C@H]12

Cartesian coordinates (Å):
C -2.2292 -0.5467 -0.1853
C -1.1050 0.3248 -0.1243
C -0.2107 0.9162 -0.9052
C 1.2151 0.6311 -1.3173
N 1.7576 0.0183 -0.0364
N 1.4551 -1.3578 0.1804
C 1.1109 0.7267 1.0899
C -0.2169 1.2716 0.6049
H -2.0342 -1.4769 0.4014
H -2.5011 -0.8898 -1.1703
H -3.1445 0.0256 0.1078
H 1.2744 -0.2072 -2.1358
H 1.7260 1.5578 -1.4572
H 0.7445 -1.7635 -0.4285
H 1.0200 -1.3587 1.0373
H 1.8124 1.5234 1.3907
H 1.0117 0.1006 2.0136
H -0.3917 2.3246 0.9232

=====

# 3
C54H43FN3O5P2PdS2 as an isolated structure, computed with the ωB97M-V functional and the def2-TZVPD basis.

Output
**LUMO energy**: -3.98 eV
**Charge**: +1

Cartesian coordinates (Å):
Pd 0.3678 0.2632 0.1570
O -0.9727 1.5919 -2.2118
S -1.4139 1.6186 -0.8238
C -1.4292 3.3801 -0.3636
C -2.5044 4.2150 -0.1163
C -2.2564 5.5188 0.2909
C -0.9558 5.9594 0.4778
C 0.1151 5.1048 0.2806
C -0.1154 3.8044 -0.1504
P 1.2186 2.5486 -0.2998
C 2.2899 3.0087 -1.6836
C 2.5842 2.0118 -2.6099
C 3.4505 2.2820 -3.6541
C 4.0223 3.5390 -3.7726
C 3.7210 4.5321 -2.8530
C 2.8485 4.2777 -1.8104
C 2.0960 2.8486 1.2629
C 3.3910 3.3333 1.3848
C 3.9702 3.4244 2.6403
C 3.2616 3.0330 3.7637
C 1.9664 2.5440 3.6448
C 1.3860 2.4387 2.3972
C -3.0823 0.9550 -0.7796
C -4.2108 1.5509 -1.3098
C -5.4263 0.8979 -1.1952
C -5.4903 -0.3426 -0.5807
C -4.3440 -0.9471 -0.0972
C -3.1128 -0.3068 -0.1951
P -1.5190 -1.2100 0.2073
C -2.1067 -2.0299 1.7250
C -1.8064 -1.2953 2.8711
C -2.1680 -1.7634 4.1210
C -2.8309 -2.9768 4.2348
C -3.1177 -3.7186 3.0997
C -2.7593 -3.2500 1.8455
C -1.4980 -2.1361 -1.3677
C -0.4967 -1.7482 -2.2610
C -0.4074 -2.3374 -3.5086
C -1.3057 -3.3289 -3.8731
C -2.2861 -3.7290 -2.9821
C -2.3942 -3.1293 -1.7389
H -3.5194 3.8627 -0.2219
H -3.0849 6.1850 0.4776
H -0.7741 6.9681 0.8132
H 1.1186 5.4357 0.4999
H 2.1299 1.0327 -2.4974
H 3.6891 1.5122 -4.3718
H 4.6990 3.7394 -4.5891
H 4.1757 5.5065 -2.9460
H 2.6075 5.0573 -1.1038
H 3.9529 3.6265 0.5095
H 4.9837 3.7833 2.7259
H 3.7240 3.0979 4.7359
H 1.4153 2.2376 4.5205
H 0.3726 2.0281 2.2798
H -4.1333 2.4940 -1.8277
H -6.3198 1.3560 -1.5888
H -6.4405 -0.8476 -0.4997
H -4.4105 -1.9229 0.3560
H -1.2562 -0.3614 2.7577
H -1.9255 -1.1915 5.0046
H -3.1024 -3.3584 5.2075
H -3.6122 -4.6754 3.1865
H -2.9682 -3.8477 0.9716
H 0.2238 -0.9676 -1.9713
H 0.3614 -2.0296 -4.2014
H -1.2462 -3.7783 -4.8530
H -2.9802 -4.5060 -3.2600
H -3.1800 -3.4436 -1.0718
N 0.2690 -2.6316 0.5168
S 0.0635 -4.0780 1.1285
C 1.0702 -5.2327 0.1507
C 1.2214 -6.5170 0.6470
C 1.9013 -7.4580 -0.1046
C 2.4310 -7.1082 -1.3372
C 2.2661 -5.8219 -1.8255
C 1.5697 -4.8765 -1.0873
C 1.0597 -4.2005 2.6411
C 2.4340 -4.0462 2.6118
C 3.1469 -4.1231 3.7948
C 2.4863 -4.3543 4.9909
C 1.1110 -4.5140 5.0086
C 0.3902 -4.4358 3.8284
H 1.2318 -2.3108 0.4915
H 0.8138 -6.7713 1.6135
H 2.0134 -8.4622 0.2724
H 2.9635 -7.8404 -1.9255
H 2.6737 -5.5535 -2.7879
H 1.4176 -3.8733 -1.4624
H 2.9407 -3.8850 1.6719
H 4.2185 -4.0076 3.7819
H 3.0399 -4.4065 5.9144
H 0.5950 -4.6985 5.9388
H -0.6834 -4.5465 3.8205
F 5.2794 -1.5451 -3.1146
C 5.4544 -0.7128 -2.0749
C 4.9157 -1.0163 -0.8808
N 5.0804 -0.2190 0.2116
C 4.2406 -0.4551 1.3604
C 2.7576 -0.2746 0.9624
O 1.8713 -0.4460 1.8078
O 2.5387 0.0248 -0.2362
C 5.7749 0.9770 0.1313
O 5.8928 1.7205 1.0748
N 6.3269 1.2366 -1.0968
C 6.2185 0.5106 -2.2833
O 6.7141 0.9117 -3.3041
H 4.3318 -1.9139 -0.7445
H 4.4880 0.2800 2.1303
H 4.3986 -1.4613 1.7586
H 6.8534 2.1021 -1.1626

=====

Ordered max |F| results: 1.1, 3.4, 5.8; unit eV Å⁻¹.